# C16H15N3O8

One molecule with the formula C16H15N3O8 (the ωB97M-V functional and the def2-TZVPD basis, OMol25).

Output
Highest occupied orbital energy in eV: -8.6
Gap between HOMO and LUMO in Ha: 0.2925
SMILES: COC(=O)COc1c(/C=C\c2nc(O)c([N+](=O)[O-])c(=O)[nH]2)cccc1OC
Charge: 0

Last column: Mulliken charge in e.
Geometry (Å):
1 C 0.557 -3.639 -0.763  -0.702
2 H 1.224 -3.179 -1.494  0.295
3 H -0.424 -3.796 -1.214  0.287
4 H 0.968 -4.574 -0.393  0.268
5 O 0.446 -2.781 0.375  -0.391
6 C -0.015 -1.568 0.137  0.888
7 O -0.438 -1.174 -0.919  -0.566
8 C 0.053 -0.694 1.389  -0.942
9 O -0.415 0.610 1.139  -0.491
10 C -1.563 0.799 0.419  0.807
11 C -1.674 2.017 -0.269  0.551
12 C -2.852 2.301 -0.974  -0.731
13 C -3.873 1.387 -1.043  -1.067
14 C -3.776 0.192 -0.347  -0.488
15 C -2.652 -0.100 0.409  0.950
16 O -2.529 -1.237 1.159  -0.301
17 C -3.495 -2.252 1.012  -1.104
18 H -3.133 -3.084 1.615  0.273
19 H -4.472 -1.934 1.387  0.370
20 H -3.584 -2.570 -0.031  0.437
21 H -4.599 -0.503 -0.383  0.442
22 H -4.761 1.599 -1.617  0.381
23 H -2.931 3.245 -1.493  0.464
24 C -0.688 3.086 -0.211  -0.850
25 C 0.649 3.122 -0.096  -0.705
26 C 1.654 2.082 -0.124  0.635
27 N 2.770 2.358 0.506  -0.683
28 C 3.766 1.458 0.513  0.742
29 C 3.680 0.257 -0.169  -0.382
30 C 2.491 -0.054 -0.930  0.532
31 O 2.276 -1.059 -1.564  -0.643
32 N 1.507 0.948 -0.832  0.035
33 H 0.625 0.730 -1.291  0.232
34 N 4.748 -0.703 -0.129  0.949
35 O 5.301 -0.870 0.938  -0.588
36 O 5.020 -1.285 -1.153  -0.558
37 O 4.862 1.801 1.171  -0.471
38 H 4.733 2.676 1.565  0.397
39 H 1.104 4.091 0.059  0.422
40 H -1.163 4.062 -0.248  0.385
41 H 1.098 -0.579 1.694  0.500
42 H -0.494 -1.184 2.201  0.425

Atomic forces in eV per Å
0.05 -0.10 -0.47
-0.08 -0.09 0.08
0.05 -0.02 0.06
-0.03 0.04 0.01
0.06 -0.04 0.42
-0.08 0.40 0.17
0.03 -0.26 -0.07
0.27 -0.51 0.00
-0.49 0.09 -0.04
-0.28 0.37 -0.01
-0.28 -0.67 0.15
0.02 -0.16 -0.03
0.02 0.12 -0.04
0.18 -0.15 0.19
-0.13 0.08 0.02
0.19 0.45 -0.04
-0.16 -0.18 0.01
-0.08 0.03 -0.05
0.04 -0.01 -0.04
0.00 0.03 0.02
-0.05 -0.11 0.03
-0.08 0.03 -0.05
-0.01 0.13 -0.02
0.63 0.21 0.08
-0.77 0.43 -0.03
0.63 -0.45 -0.01
-0.04 0.30 0.21
-0.15 -0.45 -0.37
-0.45 0.69 0.17
0.42 0.05 0.18
-0.02 -0.17 -0.20
-0.12 0.23 -0.08
0.11 -0.02 0.07
0.04 -0.07 -0.04
0.21 -0.13 0.39
0.15 -0.14 -0.34
0.21 -0.05 0.10
-0.19 -0.04 -0.13
-0.01 0.03 -0.08
0.08 0.07 0.04
-0.08 -0.05 -0.07
0.16 0.10 -0.17